(1)
The following is a quantum chemistry calculation of a 10-piece molecular cluster, C58H51F18NO31S3 overall at a distorted geometry, from the Open Molecules 2025 dataset.

Its gap between HOMO and LUMO is 6.3 eV. Its spin multiplicity is 1. The molar mass comes out at 1696.19 g/mol. The net charge is 0. The LUMO energy comes out at -1.631 eV.

The geometry in XYZ format:
```
162
C58H51F18NO31S3 (ωB97M-V/def2-TZVPD)
C 0.01757 6.14100 -1.78506
C -0.42112 5.12568 -2.49546
C -1.06553 4.03741 -3.52245
C -0.02372 2.77179 -3.61081
C 0.19797 2.29287 -2.05230
C 0.48885 0.69526 -1.94007
C 1.93508 0.07746 -1.74794
S 3.30187 1.37360 -1.71782
C 2.22186 -1.49057 -1.59555
S 3.92069 -2.20367 -1.38172
O 3.92462 -2.84331 0.01807
O 5.05879 -1.22237 -1.36729
C 4.19692 -3.62335 -2.57222
F 3.19389 -3.44889 -3.62427
F 3.88019 -4.92215 -1.99265
C 5.61209 -3.63468 -3.33855
F 5.96787 -2.34305 -3.91758
F 5.40859 -4.47325 -4.51668
C 6.88527 -4.10206 -2.48814
F 8.03782 -3.96516 -3.37507
F 7.19826 -3.25559 -1.35436
C 6.91062 -5.61537 -1.95801
F 6.57783 -5.75859 -0.55228
F 6.15360 -6.56176 -2.70024
F 8.29479 -6.05998 -2.04651
C 0.93210 -2.44797 -1.66707
C -0.51286 -1.79451 -1.90945
C -0.77208 -0.24762 -2.03850
C -2.22163 0.38431 -2.28209
C -2.82366 0.89621 -0.73006
C -2.34548 -0.10901 0.55596
O -3.83649 -0.04052 -0.07996
S -2.04884 -2.87538 -2.06396
C -1.51686 -4.41015 -1.18461
C -2.67661 -5.34876 -0.62170
C -2.30383 -6.68496 0.11885
C -0.74836 -7.02414 0.23949
C 0.40291 -6.06322 -0.31493
C 1.91234 -6.59664 -0.11188
O 1.98636 -7.55795 0.98564
C 2.49562 -6.76274 2.11211
C 4.08924 -6.75823 2.23229
C 4.82117 -5.99398 3.39074
C 3.91622 -5.20209 4.42412
C 2.33666 -5.18404 4.28247
C 1.57596 -5.96655 3.11382
C 0.01790 -4.69000 -1.05310
N 1.15751 -3.89817 -1.54939
H 0.05820 7.11060 -1.15518
H -2.08806 3.63872 -3.12874
H -1.26032 4.51554 -4.56253
H -0.55701 1.90938 -4.17996
H 0.97829 3.06098 -4.09728
H -0.80588 2.56675 -1.52304
H 0.99956 2.94026 -1.54894
H 3.83246 1.21170 -0.42645
H -2.23029 1.36974 -2.87286
H -3.00619 -0.33482 -2.70252
H -2.88584 2.09009 -0.51441
H -2.78199 0.16308 1.60186
H -2.35836 -1.23926 0.34648
H -3.76640 -5.02475 -0.75936
H -3.14750 -7.34733 0.53430
H -0.50109 -8.03336 0.75970
H 2.17647 -7.19264 -1.07865
H 2.68304 -5.76504 0.08427
H 4.71429 -7.34285 1.46164
H 5.97335 -6.01361 3.47104
H 4.48739 -4.65604 5.28691
H 1.69759 -4.62175 5.05202
H 0.41881 -5.94975 3.01287
H 1.88236 -3.99121 -0.79419
C -6.37125 1.42982 0.55042
C -6.14321 2.69266 -0.21430
O -7.45207 3.15397 -0.47671
C -8.21095 2.69249 0.55734
O -9.30837 3.10325 0.82345
O -7.56999 1.71409 1.25704
F -5.53122 2.44150 -1.39634
H -6.52948 0.56468 -0.09974
H -5.55410 1.20640 1.23754
H -5.58704 3.45776 0.33606
C 9.25597 -1.09535 -1.57595
C 9.83576 -0.44571 -2.78912
O 11.09024 0.02129 -2.33917
C 11.46093 -0.83913 -1.34744
O 12.57668 -0.92672 -0.91383
O 10.40992 -1.59251 -0.91419
F 9.09165 0.62140 -3.17163
H 8.74028 -0.38530 -0.92221
H 8.56831 -1.90408 -1.82596
H 9.97776 -1.12220 -3.63750
C -3.72189 -3.41287 4.10934
C -3.68076 -2.41588 2.99694
O -2.39749 -2.60496 2.43806
C -2.09342 -3.91514 2.66686
O -1.21377 -4.50985 2.10957
O -2.91907 -4.46816 3.60293
F -3.75513 -1.15170 3.47635
H -3.27842 -3.03224 5.03455
H -4.73561 -3.75725 4.32216
H -4.44398 -2.56858 2.22771
C -11.01689 6.26075 -1.32587
C -9.66004 6.50226 -0.75083
O -9.72217 7.84727 -0.32153
C -11.03235 8.06425 -0.01203
O -11.42526 8.99561 0.63615
O -11.84028 7.09114 -0.52170
F -8.70427 6.40043 -1.70443
H -11.09487 6.57492 -2.37103
H -11.32065 5.21511 -1.25044
H -9.40973 5.85701 0.09662
C 5.53917 -0.17016 5.52207
C 4.36962 -0.14005 4.59487
O 3.98338 -1.49567 4.50922
C 4.34254 -2.04769 5.70139
O 3.93934 -3.10681 6.10462
O 5.21189 -1.24799 6.38657
F 4.73949 0.27859 3.36145
H 6.47989 -0.38893 5.00820
H 5.65308 0.76100 6.08007
H 3.52723 0.45947 4.95370
C -5.73129 -1.02330 -6.05592
C -4.26684 -0.72872 -6.03037
O -3.94295 -0.81288 -4.65815
C -4.82881 -1.70575 -4.13221
O -4.69818 -2.23640 -3.06231
O -5.87869 -1.92943 -4.97361
F -4.01777 0.53267 -6.45392
H -6.34395 -0.13568 -5.87226
H -6.04778 -1.47945 -6.99567
H -3.65547 -1.43778 -6.59661
C -0.91543 -0.09205 4.81053
C 0.55107 0.17650 4.82734
O 0.88577 0.07739 6.19592
C -0.01273 -0.80347 6.72300
O 0.11634 -1.34236 7.78614
O -1.07278 -1.00342 5.88623
F 0.82041 1.43708 4.41052
H -1.51217 0.80431 5.00457
H -1.24459 -0.53564 3.86902
H 1.14384 -0.54045 4.25031
C -8.65883 11.67557 0.15276
C -8.53592 10.89766 -1.11603
O -7.14890 10.92068 -1.38056
C -6.55155 11.00822 -0.15847
O -5.38950 10.78224 0.04151
O -7.43790 11.37646 0.81181
F -9.17699 11.52338 -2.13256
H -8.72490 12.75432 -0.01783
H -9.51591 11.36211 0.75190
H -8.87866 9.86165 -1.04255
C 8.40507 3.19923 -0.55962
C 7.75742 2.19137 0.33351
O 8.12926 2.61588 1.62696
C 8.28402 3.96737 1.53222
O 8.33242 4.70740 2.47494
O 8.36910 4.37556 0.23295
F 8.27075 0.95431 0.12272
H 9.44455 2.95023 -0.79341
H 7.85932 3.33895 -1.49460
H 6.66641 2.15822 0.25695
```

Atom charges from the Löwdin analysis, given in e for atoms 1 to 99: 0.06, -0.12, -0.19, -0.19, -0.20, -0.11, -0.40, 0.71, -0.16, 0.81, -0.34, -0.35, -0.27, 0.02, 0.04, -0.17, 0.07, 0.07, -0.14, 0.06, 0.06, -0.25, 0.08, 0.10, 0.07, -0.10, -0.28, -0.12, -0.07, -0.13, 0.02, -0.25, 0.94, -0.39, -0.08, -0.05, 0.00, -0.03, -0.18, -0.17, -0.19, -0.01, -0.06, -0.06, -0.04, 0.02, -0.12, 0.03, 0.06, 0.10, 0.12, 0.11, 0.12, 0.09, 0.08, -0.10, 0.09, 0.07, 0.16, 0.10, 0.09, 0.09, 0.09, 0.11, 0.15, 0.11, 0.10, 0.09, 0.08, 0.08, 0.09, 0.10, -0.08, -0.32, 0.13, -0.52, 0.15, 0.08, 0.07, 0.15, 0.13, 0.18, -0.07, -0.31, 0.14, -0.52, 0.16, 0.09, 0.07, 0.12, 0.11, 0.18, -0.06, -0.32, 0.10, -0.50, 0.15, 0.09, 0.06

***

(2)
The following is a quantum chemistry calculation of C58H52AlNO2PSSbTe as an isolated structure at a distorted geometry, from the Open Molecules 2025 dataset.

Its gap between HOMO and LUMO is 6.7 eV. Its spin multiplicity is 1. The molar mass comes out at 1134.44 g/mol. The net charge is 0. The LUMO energy comes out at 0.335 eV.

The geometry in XYZ format:
```
118
C58H52AlNO2PSSbTe (ωB97M-V/def2-TZVPD)
Al -0.60093 -1.75930 2.34932
N 1.24046 -1.19705 1.72508
C 2.28430 -1.86198 2.49995
C 3.24266 -2.64120 1.92277
C 4.22798 -3.25864 2.68918
C 4.17214 -3.19314 4.07214
C 3.12470 -2.50893 4.66922
C 2.17515 -1.82505 3.90819
C 1.06714 -1.13874 4.63024
C 1.36386 -0.46426 5.79594
C 0.40631 0.16768 6.55918
C -0.92438 0.04373 6.17470
C -1.28894 -0.67450 5.04582
C -0.28433 -1.25843 4.19526
H 1.44305 -1.35265 0.73546
H 1.24387 -0.15988 1.96896
H 3.24105 -2.78193 0.82683
H 4.97448 -3.89709 2.20514
H 4.91228 -3.67845 4.70494
H 3.04865 -2.49672 5.75267
H 2.35300 -0.36814 6.09948
H 0.70473 0.68122 7.44176
H -1.75892 0.49092 6.69523
H -2.34220 -0.78130 4.77352
Te -1.34620 -4.18336 2.03367
C -5.56616 -5.69630 -0.53451
C -4.53731 -4.63963 -0.19655
C -3.91738 -3.91580 -1.27820
C -3.15996 -2.84346 -1.14872
C -2.68329 -2.17760 -2.41204
C -2.86359 -2.31298 0.16440
C -2.11187 -1.18885 0.24761
O -1.66824 -0.72021 1.40912
C -3.26640 -3.16108 1.34488
C -3.88250 -2.33631 2.53765
C -4.22721 -4.26321 1.07734
H -5.19740 -6.45106 -1.20389
H -6.42253 -5.21579 -1.03696
H -5.93566 -6.11163 0.40603
H -4.15453 -4.20456 -2.33007
H -3.13882 -2.67208 -3.25537
H -1.59497 -2.24566 -2.51019
H -3.00450 -1.12455 -2.47686
H -1.86226 -0.62132 -0.61280
H -4.83252 -2.00237 2.13714
H -3.33267 -1.43261 2.82509
H -4.04822 -2.94644 3.37022
H -4.64184 -4.74118 1.98308
S 2.07304 1.00549 -1.14491
Sb 2.12049 0.04255 -3.19217
C 1.63349 -2.06668 -3.12991
C 2.02724 -2.82345 -2.02024
C 1.72049 -4.19067 -1.89098
C 0.91571 -4.76847 -2.86879
C 0.51794 -4.03488 -3.97119
C 0.88343 -2.71150 -4.13824
C 3.89924 0.37608 -4.29958
C 3.98135 0.06514 -5.70774
C 5.08296 0.53282 -6.46642
C 6.00966 1.38199 -5.84519
C 5.93581 1.68162 -4.49716
C 4.88999 1.16360 -3.74411
C 0.48112 0.57592 -4.42545
C 0.64086 0.91619 -5.78765
C -0.47678 1.18154 -6.58470
C -1.73219 0.92683 -6.12675
C -1.90036 0.59953 -4.80560
C -0.83254 0.51074 -3.94997
H 2.51484 -2.30505 -1.19313
H 1.88860 -4.70880 -0.97585
H 0.64764 -5.82297 -2.79224
H -0.07553 -4.54501 -4.75876
H 0.52217 -2.19191 -5.01878
H 3.20338 -0.59941 -6.07203
H 5.23680 0.20542 -7.48917
H 6.90113 1.75817 -6.39237
H 6.65623 2.33236 -3.96968
H 4.77671 1.36882 -2.66182
H 1.60572 0.99148 -6.27279
H -0.34910 1.48231 -7.62768
H -2.63067 1.02564 -6.79738
H -2.87117 0.33532 -4.46121
H -0.97623 0.26899 -2.87620
O 1.10140 1.46928 2.02240
P 0.26023 2.65694 1.76878
C 1.25666 4.07288 1.36695
C 2.55641 3.92347 0.86096
C 3.31194 5.05385 0.55283
C 2.73719 6.31051 0.69152
C 1.43213 6.49685 1.12503
C 0.68549 5.35787 1.42639
C -0.97618 2.58250 0.44092
C -2.27546 2.09799 0.67546
C -3.21636 2.19185 -0.30946
C -2.93070 2.70410 -1.54634
C -1.62703 3.17450 -1.79933
C -0.65701 3.11441 -0.80448
C -0.71037 3.18695 3.21309
C -1.90314 3.92139 3.08745
C -2.60159 4.34885 4.20722
C -2.12624 4.05672 5.45987
C -0.97340 3.31497 5.62855
C -0.27313 2.86695 4.50216
H 2.95459 2.90491 0.75931
H 4.30626 4.92495 0.13181
H 3.38457 7.14135 0.39282
H 1.00267 7.49808 1.17163
H -0.32875 5.50549 1.83843
H -2.48657 1.63204 1.62538
H -4.20145 1.79975 -0.12322
H -3.73286 2.82950 -2.24129
H -1.37469 3.63280 -2.74802
H 0.29668 3.53131 -1.03397
H -2.29132 4.18569 2.11886
H -3.47261 4.90241 4.01113
H -2.75122 4.31315 6.29500
H -0.62232 3.08785 6.64272
H 0.69463 2.37000 4.56424
```

Atom charges from the Löwdin analysis, given in e for atoms 1 to 99: -0.03, 0.11, -0.21, -0.03, -0.08, -0.08, -0.03, -0.11, -0.18, -0.06, -0.09, -0.11, -0.07, -0.11, 0.08, 0.07, 0.11, 0.11, 0.11, 0.12, 0.09, 0.10, 0.10, 0.09, 0.94, -0.05, -0.27, -0.04, -0.24, -0.04, -0.22, -0.18, -0.14, -0.63, -0.09, -0.12, 0.07, 0.08, 0.07, 0.12, 0.07, 0.08, 0.08, 0.10, 0.09, 0.05, 0.05, 0.12, 0.07, 1.22, -0.32, -0.13, -0.06, -0.08, -0.10, -0.13, -0.34, -0.11, -0.07, -0.09, -0.09, -0.15, -0.34, -0.11, -0.10, -0.10, -0.10, -0.14, 0.06, 0.10, 0.11, 0.12, 0.10, 0.09, 0.10, 0.12, 0.12, 0.08, 0.08, 0.11, 0.13, 0.10, 0.10, -0.33, 0.79, -0.28, -0.08, -0.08, -0.10, -0.07, -0.07, -0.25, -0.10, -0.09, -0.07, -0.07, -0.11, -0.25, -0.09